No. 1
Molecular formula: C10H16BCl3F4OW
Method: DFT, ωB97M-V/def2-TZVPD

Frontier orbital gap (alpha / beta) = 4.5 / 4.5 eV
Molecular weight = 529.2 g mol⁻¹
Total energy = -63624.640 eV
2S+1 = 3
HOMO level (alpha / beta) = 0.0 / 0.0 eV
LUMO (alpha / beta) = 4.52 / 4.48 eV
Charge = -2

XYZ file:
```
36
C10H16BCl3F4OW (ωB97M-V/def2-TZVPD)
C -0.56 0.80 -1.39
C -1.42 -0.35 -1.22
C -0.57 -1.51 -1.04
C -2.91 -0.37 -1.31
C 0.82 -1.05 -1.03
C 0.82 0.37 -1.24
C 2.03 1.23 -1.42
C -1.04 2.18 -1.71
C -1.06 -2.91 -0.88
C 2.03 -1.93 -0.92
W -0.38 -0.10 0.63
Cl -2.55 0.12 1.56
Cl 0.28 2.02 1.17
Cl 0.26 -2.05 1.68
H -3.35 0.59 -1.00
H -3.36 -1.16 -0.70
H -3.18 -0.55 -2.35
H -1.92 -2.98 -0.21
H -0.29 -3.58 -0.48
H -1.37 -3.28 -1.86
H 1.88 -2.75 -0.21
H 2.91 -1.37 -0.58
H 2.26 -2.37 -1.89
H 2.89 0.84 -0.86
H 1.88 2.26 -1.08
H 2.33 1.27 -2.48
H -1.92 2.45 -1.11
H -1.35 2.22 -2.76
H -0.27 2.94 -1.54
O 2.82 4.26 1.18
H 3.76 4.28 1.43
F 0.36 0.35 3.33
B 0.11 0.11 4.73
F 1.27 -0.53 5.25
F -0.21 1.35 5.37
F -0.99 -0.77 4.94
```

No. 2
Molecular formula: C19H38N3S2Se2Si2Ti
Method: DFT, ωB97M-V/def2-TZVPD

Frontier orbital gap (alpha / beta) = 6.1 / 6.7 eV
Molecular weight = 634.6 g mol⁻¹
Total energy = -216024.993 eV
2S+1 = 2
HOMO level (alpha / beta) = -6.9 / -7.4 eV
LUMO (alpha / beta) = -0.76 / -0.71 eV
Charge = 0
Relative energy (zero: lowest compared OMol25 entry of this formula, charge and spin) = 0.0978 eV

XYZ file:
```
67
C19H38N3S2Se2Si2Ti (ωB97M-V/def2-TZVPD)
Ti 0.12 -0.12 0.48
C 0.20 -3.40 -1.51
Se 1.30 -2.29 -0.33
C 3.08 -1.16 -3.11
C 2.81 0.14 -3.06
Se 2.63 0.93 0.54
C 2.36 2.40 1.80
H 0.84 -4.22 -1.84
H -0.14 -2.85 -2.38
H -0.65 -3.80 -0.96
H 2.37 -1.88 -3.49
H 4.03 -1.56 -2.77
H 1.86 0.54 -3.39
H 3.52 0.86 -2.67
H 3.33 2.81 2.08
H 1.84 2.05 2.69
H 1.77 3.18 1.33
C -1.36 2.35 3.02
Si -2.61 1.68 1.80
C -4.29 1.66 2.65
C -2.86 2.88 0.40
C -2.06 -0.01 1.20
C -2.35 -0.23 -0.24
C -3.59 -0.17 -0.91
C -3.64 -0.36 -2.27
C -2.46 -0.59 -2.99
C -1.28 -0.63 -2.30
N -1.25 -0.47 -0.97
Si -2.62 -1.44 2.27
C -2.36 -1.10 4.09
C -4.45 -1.78 2.03
C -1.81 -3.05 1.78
H -1.86 2.90 3.83
H -0.67 3.04 2.52
H -0.78 1.55 3.47
H -4.57 2.69 2.92
H -4.30 1.07 3.56
H -5.07 1.27 1.98
H -3.01 3.88 0.82
H -3.75 2.62 -0.19
H -2.01 2.93 -0.28
H -4.49 0.03 -0.33
H -4.59 -0.31 -2.79
H -2.47 -0.72 -4.06
H -0.33 -0.77 -2.79
H -3.02 -0.31 4.45
H -1.33 -0.81 4.32
H -2.58 -2.01 4.65
H -5.08 -0.96 2.40
H -4.73 -2.69 2.56
H -4.68 -1.93 0.97
H -0.76 -2.94 1.53
H -2.33 -3.48 0.92
H -1.90 -3.76 2.61
C 4.18 -2.86 2.24
N 2.81 -2.45 2.48
C 2.47 -1.30 3.02
N 3.42 -0.58 3.63
S 0.84 -0.76 3.01
H 4.17 -3.76 1.63
H 4.70 -3.08 3.18
H 4.73 -2.09 1.69
H 2.08 -2.88 1.92
H 4.39 -0.76 3.47
H 3.16 0.35 3.90
S 0.37 2.66 -1.55
C 0.19 1.65 -0.41
```

No. 3
Molecular formula: C13H13N
Method: DFT, ωB97M-V/def2-TZVPD

Frontier orbital gap = 8.7 eV
SMILES = CC/C=C/c1ccc2ccccc2n1
Molecular weight = 183.3 g mol⁻¹
Total energy = -15180.220 eV
HOMO level = -8.4 eV
LUMO = 0.23 eV
Charge = 0
Relative energy (zero: lowest compared OMol25 entry of this formula, charge and spin) = 0.7870 eV

XYZ file:
```
27
C13H13N (ωB97M-V/def2-TZVPD)
C -3.78 3.36 0.58
C -2.35 3.35 0.09
C -1.88 1.94 0.02
C -0.67 1.55 0.33
C 0.05 0.28 -0.08
C -0.23 -0.38 -1.31
C 0.40 -1.58 -1.63
C 1.37 -2.15 -0.76
C 2.15 -3.33 -0.89
C 3.15 -3.64 0.04
C 3.42 -2.81 1.13
C 2.73 -1.68 1.30
C 1.69 -1.33 0.39
H -3.87 2.71 1.44
H -4.00 4.29 0.97
H -4.66 3.12 -0.04
H -2.22 3.70 -0.99
H -1.84 4.05 0.69
H -2.46 1.20 -0.38
H -0.06 2.18 0.98
H -0.88 0.09 -2.08
H 0.12 -2.27 -2.46
H 2.14 -3.99 -1.77
H 3.68 -4.52 -0.01
H 4.32 -3.04 1.80
H 2.71 -0.88 2.01
N 0.98 -0.22 0.61
```

No. 4
Molecular formula: C3H5BrO
Method: DFT, ωB97M-V/def2-TZVPD

Frontier orbital gap (alpha / beta) = 7.2 / 7.5 eV
Molecular weight = 137.0 g mol⁻¹
Total energy = -75274.751 eV
2S+1 = 3
HOMO level (alpha / beta) = -6.3 / -10.2 eV
LUMO (alpha / beta) = 0.99 / -2.69 eV
Charge = 0
Relative energy (zero: lowest compared OMol25 entry of this formula, charge and spin) = 2.4964 eV

XYZ file:
```
10
C3H5BrO (ωB97M-V/def2-TZVPD)
C 0.18 -0.97 0.22
C -1.06 0.24 -0.82
C 0.63 0.52 0.61
O -0.36 1.31 -0.01
Br 2.43 0.81 -0.20
H -0.46 -1.42 1.01
H 0.86 -1.71 -0.20
H -0.93 0.23 -1.81
H -2.08 0.26 -0.46
H 0.79 0.73 1.65
```

No. 5
Molecular formula: C5H16N2O
Method: DFT, ωB97M-V/def2-TZVPD

Frontier orbital gap = 7.0 eV
Molecular weight = 120.2 g mol⁻¹
Total energy = -10467.921 eV
HOMO level = -7.7 eV
LUMO = -0.76 eV
Charge = 0
Relative energy (zero: lowest compared OMol25 entry of this formula, charge and spin) = 4.6012 eV

XYZ file:
```
24
C5H16N2O (ωB97M-V/def2-TZVPD)
N -1.31 0.86 -0.45
C -0.79 -0.31 -1.03
C 0.59 -0.78 -0.42
C 1.89 0.07 -0.39
C 2.68 -0.23 0.87
C 0.03 -0.32 -2.19
N -2.89 -1.22 1.22
H -2.51 -0.36 0.81
H -1.79 1.42 -1.14
H -1.49 -1.14 -0.93
H 0.28 -0.79 0.64
H 0.81 -1.84 -0.60
H 1.60 1.12 -0.42
H 2.53 -0.16 -1.25
H 2.93 -1.28 0.97
H 3.59 0.38 0.91
H 2.09 0.07 1.74
H 0.00 -1.07 -2.97
H 0.55 0.61 -2.37
H -3.90 -1.18 1.14
H -2.70 -1.16 2.21
H -0.29 2.43 1.92
H -0.44 1.46 0.72
O 0.18 1.69 1.50
```

No. 6
Molecular formula: C2HO2S2
Method: DFT, ωB97M-V/def2-TZVPD

Frontier orbital gap = 7.4 eV
Molecular weight = 121.2 g mol⁻¹
Total energy = -27854.292 eV
HOMO level = -4.0 eV
LUMO = 3.32 eV
Charge = -1
Relative energy (zero: lowest compared OMol25 entry of this formula, charge and spin) = 2.6910 eV

XYZ file:
```
7
C2HO2S2 (ωB97M-V/def2-TZVPD)
C -0.71 -0.26 -0.95
C 0.15 -0.07 0.41
O -1.17 -1.36 -1.01
O -0.70 0.76 -1.57
S 1.87 -0.07 0.45
S 0.72 1.63 0.73
H -0.17 -0.63 1.94
```

No. 7
Molecular formula: C5H6O
Method: DFT, ωB97M-V/def2-TZVPD

Frontier orbital gap = 10.6 eV
SMILES = C#CCC(C)=O
Molecular weight = 82.1 g mol⁻¹
Total energy = -7327.734 eV
HOMO level = -9.7 eV
LUMO = 0.87 eV
Charge = 0
Relative energy (zero: lowest compared OMol25 entry of this formula, charge and spin) = 1.5505 eV

XYZ file:
```
12
C5H6O (ωB97M-V/def2-TZVPD)
C 1.19 -0.72 -0.68
C 1.01 0.51 0.17
O 1.90 1.00 0.81
C -0.40 1.13 0.18
C -1.41 0.11 0.45
C -2.17 -0.80 0.67
H 2.23 -0.77 -1.03
H 0.50 -0.75 -1.53
H 0.99 -1.61 -0.07
H -0.58 1.59 -0.80
H -0.41 1.92 0.94
H -2.85 -1.60 0.89
```

No. 8
Molecular formula: C17H19NO3
Method: DFT, ωB97M-V/def2-TZVPD

Frontier orbital gap = 9.0 eV
SMILES = CCC(=O)c1c(NCCc2ccccc2)cc(C)oc1=O
Molecular weight = 285.3 g mol⁻¹
Total energy = -25570.729 eV
HOMO level = -8.6 eV
LUMO = 0.39 eV
Charge = 0
Relative energy (zero: lowest compared OMol25 entry of this formula, charge and spin) = 0.1884 eV

XYZ file:
```
40
C17H19NO3 (ωB97M-V/def2-TZVPD)
C -0.31 -3.61 -0.81
C -0.47 -2.86 -2.14
C -0.30 -1.38 -1.92
O 0.75 -0.85 -2.29
C -1.33 -0.62 -1.23
C -1.06 0.70 -0.77
N 0.11 1.27 -1.03
C 0.65 2.48 -0.49
H 0.21 2.70 0.48
H 0.44 3.32 -1.17
C 2.17 2.33 -0.33
C 2.48 1.25 0.68
C 2.71 -0.05 0.29
C 2.94 -1.04 1.23
C 2.93 -0.74 2.58
C 2.70 0.57 2.98
C 2.47 1.56 2.04
H 2.30 2.57 2.36
H 2.70 0.82 4.03
H 3.11 -1.51 3.31
H 3.12 -2.06 0.91
H 2.72 -0.31 -0.76
H 2.59 3.28 0.00
H 2.61 2.07 -1.29
H 0.73 0.67 -1.60
C -2.07 1.40 -0.05
C -3.28 0.82 0.15
O -3.56 -0.39 -0.31
C -2.64 -1.18 -1.00
O -3.06 -2.26 -1.35
C -4.42 1.46 0.87
H -4.71 0.84 1.71
H -5.27 1.54 0.21
H -4.14 2.45 1.23
H -1.89 2.39 0.31
H -1.45 -3.07 -2.55
H 0.31 -3.17 -2.84
H -1.13 -3.37 -0.14
H -0.31 -4.68 -1.00
H 0.63 -3.34 -0.33
```